(1)
A structure of composition IMn2. Source: the OMol25 dataset; level of theory: ωB97M-V/def2-TZVPD.

Output
Frontier orbital gap (spin up / spin down), Eh: 0.282 / 0.291
Multiplicity: 11
Lowest unoccupied orbital energy (spin up / spin down), eV: -15.89 / -15.74
Expectation value of S²: 30.0093
Net charge: +3
Electronic energy, eV: -70704.78701
ΔE to the lowest compared entry with this formula, charge and spin, kJ/mol: 0.0

Positions of all 3 atoms, in Å:
Mn -0.8752 -2.0667 1.1532
Mn 1.3451 2.1343 -0.6528
I -0.4699 -0.0677 -0.5004

Here are the Löwdin charges for atoms 1 to 2, given in e:
1. Mn 1.20
2. Mn 1.36

***

(2)
A cluster of 2 separate species, C28H33N4O in total. Source: the OMol25 dataset; level of theory: ωB97M-V/def2-TZVPD.

Output
Frontier orbital gap, Eh: 0.228
Lowest unoccupied orbital energy, eV: -4.52
Net charge: +1
Electronic energy, eV: -37574.21588
ΔE to the lowest compared entry with this formula, charge and spin, kJ/mol: 0.0

Positions of all 66 atoms, in Å:
C -4.8876 1.2350 -1.1866
N -3.4395 1.1932 -1.2777
C -2.7456 2.2549 -1.8127
O -3.2117 3.2785 -2.2679
C -1.2695 1.9310 -1.6773
C -0.5687 2.9929 -0.8267
C -1.1178 3.0705 0.5634
C -2.2511 3.8219 0.8364
C -2.7768 3.8625 2.1112
C -2.1838 3.1433 3.1278
C -1.0606 2.3875 2.8646
C -0.5330 2.3488 1.5911
N -1.1792 0.5650 -1.0768
C -0.0074 -0.0978 -0.8667
C 0.0967 -1.3429 -0.2853
C 1.3061 -1.9715 -0.0666
C 1.4543 -3.2501 0.5371
C 2.7424 -3.7933 0.7078
C 2.9176 -5.0241 1.2955
C 1.8212 -5.7509 1.7318
C 0.5439 -5.2381 1.5766
C 0.3570 -4.0094 0.9889
C -2.5733 0.0856 -0.7881
C -2.8091 -0.1757 0.7160
C -3.7957 -1.3616 0.8082
C -3.8920 -1.9978 -0.6062
C -2.9207 -1.2263 -1.5255
H -5.2447 2.1692 -1.6181
H -5.3284 0.4049 -1.7352
H -5.2068 1.1856 -0.1469
H -0.8245 1.8797 -2.6800
H 0.5074 2.7962 -0.7822
H -0.6822 3.9703 -1.3075
H -2.7344 4.3540 0.0337
H -3.6557 4.4525 2.3117
H -2.6022 3.1639 4.1216
H -0.5965 1.8207 3.6540
H 0.3316 1.7426 1.3809
H 0.8978 0.3956 -1.1724
H -0.8049 -1.8407 0.0163
H 2.2022 -1.4503 -0.3574
H 3.5947 -3.2284 0.3726
H 3.9110 -5.4250 1.4190
H 1.9627 -6.7158 2.1932
H -0.3069 -5.8046 1.9206
H -0.6421 -3.6273 0.8804
H -1.8611 -0.3910 1.2155
H -3.2036 0.7286 1.1874
H -3.4624 -2.0941 1.5537
H -4.7829 -1.0176 1.1419
H -3.6519 -3.0679 -0.5842
H -4.9182 -1.9256 -0.9880
H -3.3702 -0.9898 -2.4942
H -2.0139 -1.7971 -1.7398
C 7.7372 1.3141 -1.8349
C 6.3997 1.0932 -1.2429
C 5.3871 0.2848 -1.7296
N 4.3153 0.3336 -0.9145
C 4.6374 1.1598 0.0554
N 5.9123 1.6535 -0.0958
H 7.8739 0.7000 -2.7256
H 7.8701 2.3576 -2.1207
H 8.5237 1.0581 -1.1248
H 5.4356 -0.2988 -2.6374
H 3.9700 1.4160 0.8663
H 6.4075 2.3078 0.5158

Here are the Löwdin charges for atoms 1 to 2, given in e:
1. C 0.01
2. N 0.00

***

(3)
A structure of composition C8H4BrCl2LuNO3Y. Source: the OMol25 dataset; level of theory: ωB97M-V/def2-TZVPD.

Output
Frontier orbital gap, Eh: 0.139
Lowest unoccupied orbital energy, eV: -15.23
Net charge: +4
Electronic energy, eV: -145701.45956
ΔE to the lowest compared entry with this formula, charge and spin, kJ/mol: 0.0

Positions of all 21 atoms, in Å:
Lu 0.1002 1.0430 -7.3690
Y 0.1422 0.3169 -0.1775
Cl -0.6519 3.2034 -6.8442
Cl 2.0807 -1.1692 -0.2606
C -0.7253 -1.3396 1.3055
C -0.4458 1.4216 -9.6340
C 0.5609 -0.9588 -8.4810
O -1.1138 -2.1494 2.0673
O -0.7582 1.7273 -10.7204
O 0.8425 -2.0187 -8.8440
Br 3.0570 1.0929 5.0432
C 1.8331 1.7800 3.7509
C 1.2855 3.0505 3.9042
C 0.3863 3.5029 2.9423
C 0.0498 2.7056 1.8660
N 0.5904 1.4523 1.7089
C 1.4752 0.9873 2.6610
H 1.5611 3.6564 4.7671
H -0.0633 4.5000 3.0439
H -0.6647 3.0324 1.0924
H 1.8673 -0.0139 2.4937

Here are the Löwdin charges for atoms 1 to 2, given in e:
1. Lu 1.50
2. Y 1.36

***

(4)
The ion C3H3N2O with charge +1. Source: the OMol25 dataset; level of theory: ωB97M-V/def2-TZVPD.

Output
Frontier orbital gap, Eh: 0.322
Lowest unoccupied orbital energy, eV: -7.10
Net charge: +1
Structure (SMILES): Cc1nc1=[N+]=O
Electronic energy, eV: -8172.83314
ΔE to the lowest compared entry with this formula, charge and spin, kJ/mol: 586.3

Positions of all 9 atoms, in Å:
C 1.0946 2.6206 -0.3261
C 0.0798 1.4782 -0.1502
C 0.0637 0.1018 -0.0313
N -0.2931 2.6842 -0.1039
N 1.9205 2.9641 -1.1339
O 2.9813 3.1123 -1.5582
H 1.0095 -0.2324 -0.3433
H -1.0245 -0.2459 -0.3793
H -0.2079 -0.1855 1.0200

Here are the Löwdin charges for atoms 1 to 2, given in e:
1. C -0.08
2. C -0.11